1.
Computed, not measured: C19H14Cl2N4O3Pd as an isolated structure at a distorted geometry, with ωB97M-V with the def2-TZVPD basis set.

Each line ends with the natural charge from an NBO analysis.
Geometry (Å):
Pd 0.10821 -0.19623 0.17857  1.018
Cl -0.29706 3.48449 -5.62230  0.208
C -0.21350 3.01320 -4.01286  0.038
C -0.21143 1.70404 -3.69892  -0.343
C -0.12797 1.29827 -2.33139  0.411
N -0.11434 0.08634 -1.88619  -0.510
C -0.21982 -1.08844 -2.69877  0.656
O -0.31033 -1.09621 -3.88861  -0.461
C -0.21574 -2.33797 -1.89348  0.062
C -0.25749 -3.56139 -2.52925  -0.157
C -0.25560 -4.71280 -1.75527  -0.116
C -0.21453 -4.59477 -0.37713  -0.196
C -0.16666 -3.32894 0.18571  0.063
N -0.16625 -2.22275 -0.56042  -0.450
C -0.05119 2.35208 -1.26505  0.308
C -0.07745 3.72717 -1.65052  -0.313
C -0.14387 4.05935 -2.95394  0.024
Cl -0.14790 5.67701 -3.40203  0.210
N 0.03111 1.88965 -0.06181  -0.489
C 0.07661 2.69294 1.12361  0.659
O 0.06883 3.88612 1.14684  -0.462
C 0.13012 1.87196 2.36113  0.059
C 0.22789 2.49041 3.58994  -0.157
C 0.26428 1.69980 4.72937  -0.116
C 0.20167 0.32429 4.59393  -0.198
C 0.11861 -0.22096 3.32247  0.081
N 0.08322 0.54048 2.22796  -0.455
H -0.26943 0.96011 -4.47369  0.300
H -0.29288 -3.58846 -3.60934  0.270
H -0.28513 -5.68668 -2.22519  0.259
H -0.22431 -5.46711 0.26120  0.260
H -0.13167 -3.19613 1.25716  0.217
H -0.03935 4.49366 -0.89671  0.299
H 0.26896 3.56993 3.63055  0.270
H 0.34062 2.15501 5.70772  0.258
H 0.21259 -0.32544 5.45760  0.259
H 0.08015 -1.29024 3.17681  0.215
C 3.43241 0.30737 -0.08366  -0.250
O 2.50260 -0.71080 0.33119  -0.785
H 3.96854 0.00571 -0.98255  0.194
H 4.14515 0.52611 0.70961  0.199
H 2.85385 1.20352 -0.29754  0.166
H 2.99269 -1.53398 0.44026  0.496

Properties
Charge   +2
DFT total energy   -60542.0674 eV
ΔE to the lowest compared entry with this formula, charge and spin   0.0 kcal/mol
Gap between HOMO and LUMO   6.44 eV
LUMO energy   -9.2148 eV
2S+1   1

---

2.
Computed, not measured: a 4-piece molecular cluster, C19H14Cl2O12 overall at a distorted geometry, with ωB97M-V with the def2-TZVPD basis set.

Each line ends with the Löwdin spin population.
Geometry (Å):
C -2.59497 -0.07044 5.44112  0.000
C -3.57378 0.25220 6.32432  0.000
C -4.47073 1.40659 6.12966  0.000
O -5.35972 1.71564 6.92678  0.000
C -4.11782 2.21911 4.95348  0.000
C -3.09240 1.92957 4.13387  0.000
C -2.33189 0.66956 4.17033  0.000
O -1.55479 0.34496 3.31212  0.000
O -2.76160 2.79268 3.12413  0.000
O -3.70119 -0.43215 7.55353  0.000
H -1.95531 -0.86170 5.80326  0.000
H -4.75361 3.08404 4.83488  0.000
H -2.39423 2.17638 2.48630  0.000
H -4.60669 -0.23600 7.80493  0.000
C 1.02518 -2.66523 -5.19395  0.037
C 1.57436 -1.82995 -4.33745  0.067
C 0.74082 -1.00541 -3.44435  0.138
O 1.25958 -0.41302 -2.46069  0.188
C -0.68025 -0.96689 -3.78234  0.026
C -1.24818 -1.82134 -4.68460  0.116
C -0.42286 -2.78183 -5.46611  0.122
O -0.87282 -3.68315 -6.19500  0.223
O -2.61917 -1.79412 -4.98072  0.032
O 2.94163 -1.72088 -4.17055  0.013
H 1.67302 -3.33622 -5.73844  0.000
H -1.31642 -0.29564 -3.22456  -0.001
H -2.77975 -2.28168 -5.79195  0.000
H 3.18108 -1.41358 -3.29315  0.001
C 4.41937 -0.73196 -1.12279  0.002
C 4.20741 0.61236 -1.18691  0.003
C 3.17156 1.32647 -0.37392  0.005
O 3.10618 2.52837 -0.30077  0.013
C 2.29777 0.33401 0.26849  0.007
C 2.50144 -1.01304 0.33325  -0.002
C 3.63561 -1.75090 -0.30545  0.003
O 3.83534 -2.93846 -0.20621  0.006
O 1.70515 -1.77154 1.18678  -0.001
O 5.03589 1.45200 -1.85658  0.001
H 5.19958 -1.18770 -1.71437  0.000
H 1.37254 0.62229 0.74519  0.000
H 2.11010 -2.64097 1.14543  0.000
H 4.85248 2.36253 -1.61391  0.000
C -0.40670 2.75481 -1.11413  0.000
Cl -1.86471 3.30773 -1.91193  0.000
Cl -0.70932 2.44270 0.69004  0.000
H -0.06643 1.85096 -1.61946  0.000
H 0.40932 3.45870 -1.27768  0.000

Properties
Charge   -1
DFT total energy   -69543.5904 eV
Gap between HOMO and LUMO (alpha / beta)   2.47 / 4.99 eV
LUMO energy (alpha / beta)   -0.3459 / -0.3459 eV
<S²>   0.77
2S+1   2

---

3.
Computed, not measured: C19H14Cl5EuN2O14P2 as an isolated structure at a distorted geometry, with ωB97M-V with the def2-TZVPD basis set.

Each line ends with the Löwdin spin population.
Geometry (Å):
Eu -0.02040 0.37120 -0.67509  6.049
O 3.68935 -4.52723 1.69894  0.000
C 2.98540 -3.44388 1.25599  0.000
C 3.42540 -2.67089 0.19075  0.000
C 2.64906 -1.60106 -0.21488  0.000
N 1.51363 -1.27983 0.39337  -0.005
C 1.10292 -2.00869 1.42844  0.000
C 1.79965 -3.10757 1.89232  0.000
C -0.20533 -1.55856 2.07802  0.000
O -0.56700 -2.10572 3.11309  0.000
O -0.79272 -0.60866 1.45328  -0.005
C 3.03947 -0.71457 -1.41192  0.000
O 4.17194 -0.87145 -1.87426  0.000
O 2.12709 0.07259 -1.79647  -0.006
H 4.46271 -4.62466 1.13579  0.000
H 4.34929 -2.87485 -0.33870  0.000
H 1.40771 -3.67898 2.72197  0.000
C -4.87737 -1.99910 -0.53474  0.000
C -3.52702 -1.33141 -0.30281  0.000
O -3.32083 -1.29801 1.08713  0.000
P -3.50908 0.40037 -0.95471  0.000
O -4.26840 1.31756 0.05436  0.000
O -4.47232 0.45797 -2.23688  0.000
O -2.14414 0.88508 -1.30760  -0.005
P -2.23453 -2.26552 -1.28068  0.000
O -2.84012 -1.77167 -2.76650  0.000
O -2.36150 -3.73522 -1.18438  0.000
O -0.85732 -1.65004 -1.17898  -0.008
H -5.63352 -1.49870 0.07210  0.000
H -4.79336 -3.04001 -0.22289  0.000
H -5.15915 -1.96106 -1.58411  0.000
H -2.39588 -1.02940 1.31561  0.000
H -3.66768 1.89417 0.63447  0.000
H -4.03624 -0.08105 -2.92461  0.000
H -2.32984 -2.25848 -3.43056  0.000
Cl -0.29655 0.24434 -3.71766  -0.002
C -0.26937 1.97607 -3.52852  0.000
C 0.04511 2.44364 -2.25072  -0.009
C 0.05205 3.83769 -2.17123  -0.001
Cl 0.57886 4.58757 -0.68893  0.000
C -0.25850 4.69405 -3.22808  0.000
Cl -0.23447 6.41292 -3.03170  0.000
C -0.57795 4.15364 -4.46835  0.000
Cl -0.95220 5.18221 -5.80568  0.000
C -0.56826 2.77199 -4.62422  0.000
Cl -0.92725 2.07596 -6.16775  0.000
O 1.43437 1.60323 0.97266  -0.004
C 0.46614 2.15898 1.49733  0.000
C 0.53130 2.99489 2.77092  0.000
C -0.90734 3.47404 2.92562  0.000
C -1.63908 2.77265 1.77532  0.000
O -2.86189 2.84073 1.62485  0.000
N -0.78115 2.10156 0.99458  -0.005
H 1.25608 3.79684 2.62551  0.000
H 0.87807 2.36523 3.59062  0.000
H -1.01207 4.55115 2.78860  0.000
H -1.37057 3.19694 3.87146  0.000

Properties
Charge   -2
DFT total energy   -152109.7777 eV
ΔE to the lowest compared entry with this formula, charge and spin   0.0 kcal/mol
Gap between HOMO and LUMO (alpha / beta)   7.89 / 7.90 eV
LUMO energy (alpha / beta)   4.0495 / 4.0501 eV
<S²>   12.01
2S+1   7

---

4.
Computed, not measured: C19H14CoF2N7 as an isolated structure, with ωB97M-V with the def2-TZVPD basis set.

Each line ends with the Löwdin spin population.
Geometry (Å):
Co 1.20609 0.47410 0.07261  1.080
F -1.69952 3.57046 3.12742  -0.002
C -1.61058 2.68663 2.12674  -0.004
C -0.46157 2.06937 1.85747  -0.005
C -0.43325 1.08036 0.76794  -0.074
C -1.64156 0.91125 -0.11499  -0.004
C -2.82375 1.68998 0.32293  -0.002
F -3.91228 1.55480 -0.45072  0.000
C -2.83644 2.49893 1.37634  -0.001
C -0.27938 0.92923 -2.35080  0.000
C -0.34286 1.04362 -3.73976  0.001
C 0.78786 1.32883 -4.47197  -0.001
C 1.99539 1.50555 -3.80350  0.000
C 1.99861 1.37147 -2.43836  0.002
N 0.89094 1.08503 -1.72038  -0.007
H 0.42589 2.29729 2.43223  0.001
H -3.72646 3.04080 1.66252  0.000
H -1.29758 0.91495 -4.23110  0.000
H 0.73353 1.42454 -5.54785  0.000
H 2.90916 1.74229 -4.32791  0.000
H 2.91473 1.49660 -1.87240  0.002
N 3.31388 -0.07348 2.73086  0.001
C 2.36441 -1.00189 2.51449  0.000
N 2.45878 -2.15330 3.15725  -0.001
C 1.51824 -3.05481 2.86383  -0.001
N 1.58646 -4.24531 3.44952  0.000
N 0.47313 -2.85351 2.01661  -0.001
C 0.45458 -1.68126 1.45452  0.001
N 1.38579 -0.71331 1.62703  -0.008
C -0.63470 -1.31414 0.49633  0.000
C -0.93613 -2.12072 -0.52877  0.027
C -1.91565 -1.83253 -1.57110  0.000
C -2.22715 -0.63031 -2.05004  0.010
C -1.59599 0.68204 -1.62136  0.000
N -1.26899 -0.11872 0.86047  -0.018
H 3.97208 -0.25832 3.46968  0.000
H 3.12749 0.88555 2.49378  0.002
H 2.32308 -4.43755 4.10552  0.000
H 0.86613 -4.92350 3.27342  0.000
H -0.43576 -3.08116 -0.56084  0.001
H -2.40952 -2.69341 -2.00711  0.000
H -2.98236 -0.56630 -2.82348  0.000
H -2.23479 1.46985 -2.02708  0.000

Properties
Charge   +1
DFT total energy   -73415.7161 eV
ΔE to the lowest compared entry with this formula, charge and spin   92.7 kcal/mol
Gap between HOMO and LUMO (alpha / beta)   7.80 / 7.72 eV
LUMO energy (alpha / beta)   -3.3172 / -3.3378 eV
<S²>   0.79
2S+1   2

---

5.
Computed, not measured: C19H14CoN7O4SbSe4 as an isolated structure, with ωB97M-V with the def2-TZVPD basis set.

Each line ends with the Löwdin spin population.
Geometry (Å):
Co -0.19445 0.57257 -0.46287  0.868
N 0.59135 -2.36635 2.39458  -0.001
C 0.61293 -1.64606 1.27494  -0.001
N -0.28142 -0.75163 0.96870  -0.003
C -1.24484 -0.40388 1.89811  0.006
N -1.99178 0.64531 1.70457  -0.003
N -1.58731 1.27636 0.56334  -0.002
C -2.12769 2.37725 0.18756  0.015
C -1.54889 2.93663 -1.02194  0.009
C -1.89488 4.17240 -1.55534  0.002
C -1.23080 4.62196 -2.68084  0.006
C -0.23250 3.83468 -3.23771  0.004
C 0.06095 2.61665 -2.64955  0.003
N -0.58873 2.16890 -1.58162  0.006
C -1.39324 -1.23280 3.08229  0.000
C -2.42312 -1.04971 4.00625  0.001
C -2.46753 -1.81150 5.15285  0.000
C -1.47235 -2.76180 5.39734  0.002
C -0.45159 -2.95934 4.49468  0.000
C -0.41404 -2.19478 3.33018  0.001
H 1.48296 -2.76330 2.67015  0.000
H 1.46743 -1.79742 0.62596  0.000
H -2.90845 2.86234 0.76085  0.001
H -2.65995 4.76696 -1.07477  0.000
H -1.47740 5.58339 -3.11309  0.000
H 0.32029 4.15517 -4.10908  0.000
H 0.84329 1.97317 -3.03045  0.000
H -3.15866 -0.28328 3.80545  0.000
H -3.25991 -1.66187 5.87458  0.000
H -1.49534 -3.34284 6.31084  0.000
H 0.33723 -3.67462 4.68726  0.000
O 0.50563 -2.48582 -5.38407  0.000
C 1.66898 -2.20926 -4.82812  0.000
O 2.72255 -2.53334 -5.33833  0.000
C 1.63629 -1.47863 -3.53638  0.000
C 2.76109 -1.12874 -2.80360  -0.001
N 2.35139 -0.46103 -1.72513  -0.001
N 1.02062 -0.37740 -1.69165  0.000
C 0.55607 -0.99046 -2.77212  0.000
C -0.94779 -1.06655 -2.91660  0.003
O -1.39026 -1.61580 -3.95752  0.001
O -1.59903 -0.58760 -1.97024  0.042
H -0.28593 -2.14229 -4.81729  0.000
H 3.80181 -1.32977 -2.98646  0.000
H 2.89033 -0.18900 -0.88579  0.000
Se 1.60208 0.35536 4.16090  -0.001
Sb 3.07076 0.94892 2.28605  0.005
Se 1.65161 2.08351 0.51001  0.032
Se 4.87635 2.48907 2.78818  0.005
Se 3.89593 -1.14372 1.19491  0.000

Properties
Charge   -2
DFT total energy   -344107.6170 eV
ΔE to the lowest compared entry with this formula, charge and spin   0.0 kcal/mol
Gap between HOMO and LUMO (alpha / beta)   4.66 / 4.76 eV
LUMO energy (alpha / beta)   3.3324 / 3.3766 eV
<S²>   0.76
2S+1   2

---

Which of these has the highest charge?
C19H14Cl2N4O3Pd